The following is a DFT calculation (wB97M-V/def2-TZVPD) of a structure of composition C26H27PRuS7.

Positions of all 62 atoms, in Å:
Ru (-0.02776, -0.22908, 1.06990)
C (3.88135, 2.45534, -0.56908)
C (2.88624, 1.29026, -0.58471)
C (2.04461, 1.30379, -1.85823)
C (2.05979, 1.32365, 0.68083)
C (0.91108, 2.11517, 0.80874)
C (0.17844, 2.14104, 2.00626)
C (0.57977, 1.40151, 3.12597)
C (-0.21787, 1.39737, 4.39761)
C (1.74566, 0.63338, 3.00318)
C (2.45583, 0.58357, 1.80712)
H (4.52388, 2.41501, -1.44858)
H (4.51461, 2.42856, 0.31837)
H (3.35212, 3.41089, -0.57992)
H (3.45156, 0.35437, -0.56396)
H (1.50618, 2.24664, -1.97664)
H (1.32232, 0.48558, -1.86811)
H (2.69118, 1.19272, -2.72838)
H (0.56296, 2.70553, -0.02746)
H (-0.71686, 2.74839, 2.06352)
H (-0.64460, 0.40840, 4.58012)
H (-1.03279, 2.11810, 4.35674)
H (0.41569, 1.64393, 5.24966)
H (2.06736, 0.02347, 3.83760)
H (3.32507, -0.05795, 1.72981)
C (-3.92079, -0.28660, -3.37315)
S (-4.14452, -1.71114, -2.28715)
C (-3.74583, -1.15431, -0.71322)
C (-2.80817, -0.18760, -0.32147)
S (-1.62952, 0.57480, -1.22463)
S (-2.75758, 0.07964, 1.41632)
C (-3.73588, -1.27489, 1.92221)
S (-3.93504, -1.73343, 3.45480)
S (-4.52190, -2.03154, 0.55988)
H (-4.29045, 0.61490, -2.89193)
H (-4.53328, -0.51027, -4.24465)
H (-2.88195, -0.16997, -3.66113)
S (0.64088, -2.07397, -0.43155)
P (0.08081, -3.31199, 1.07938)
S (-0.17846, -2.17249, 2.72368)
C (-1.46145, -4.14388, 0.63469)
C (-2.21334, -4.73628, 1.65061)
C (-3.36380, -5.43971, 1.33678)
C (-3.76474, -5.56100, 0.01072)
C (-3.02164, -4.96950, -0.99964)
C (-1.87044, -4.25474, -0.69006)
C (1.27484, -4.63148, 1.36026)
C (2.28018, -4.47218, 2.30861)
C (3.23655, -5.46237, 2.47238)
C (3.19254, -6.60638, 1.68837)
C (2.18948, -6.76726, 0.74130)
C (1.22889, -5.78329, 0.57601)
H (-1.89958, -4.64087, 2.68334)
H (-3.94725, -5.89468, 2.12622)
H (-4.66018, -6.11802, -0.23289)
H (-3.33261, -5.06554, -2.03188)
H (-1.29110, -3.78496, -1.47546)
H (2.29992, -3.58204, 2.92489)
H (4.01280, -5.34282, 3.21638)
H (3.93809, -7.37949, 1.81944)
H (2.15248, -7.66289, 0.13587)
H (0.44102, -5.91824, -0.15498)

Computed properties:
Energy above the lowest of the compared OMol25 structures with the same formula, charge and spin   0.0 kcal per mole
Net charge   +1
Lowest unoccupied orbital energy (alpha / beta)   -3.216 / -5.316 eV
Multiplicity   6
<S²>   8.796
HOMO (alpha / beta)   -10.07 / -11.33 eV
Frontier orbital gap (alpha / beta)   6.85 / 6.01 eV

The following is a DFT calculation (wB97M-V/def2-TZVPD) of a structure of composition C26H28AlBrCl5N7O3S in a non-equilibrium geometry.

Positions of all 72 atoms, in Å:
Al (0.06971, 0.02024, -0.32431)
Cl (-1.73799, 7.14914, -0.13591)
C (-1.45519, 5.46954, -0.34051)
C (-0.27369, 4.89524, 0.12169)
Cl (0.92121, 5.86774, 0.87839)
C (-0.06679, 3.52854, -0.03961)
Cl (1.36011, 2.76204, 0.50579)
C (-1.00989, 2.70104, -0.66281)
O (-0.78889, 1.41974, -0.78601)
C (-2.18819, 3.30274, -1.12691)
Cl (-3.38019, 2.31884, -1.88371)
C (-2.40639, 4.67304, -0.97181)
Cl (-3.85079, 5.38834, -1.55031)
C (-2.81069, 0.15364, 1.11049)
N (-2.04949, 0.81344, 2.13229)
C (-2.73699, 1.61134, 3.12469)
C (-1.69299, 1.74034, 4.23019)
N (-0.47869, 1.20604, 3.63419)
C (0.61591, 0.99984, 4.55799)
C (-0.75189, 0.61304, 2.43699)
N (0.07561, 0.01174, 1.61289)
C (1.43961, -0.30186, 2.01519)
C (2.11471, -1.05086, 0.87709)
N (1.93991, -0.29116, -0.34991)
C (2.88231, -0.17966, -1.26111)
N (4.19541, -0.52236, -1.18601)
C (4.78081, -1.67506, -0.53231)
C (4.91371, -0.01546, -2.34671)
C (3.88311, 0.83434, -3.09051)
N (2.66381, 0.55614, -2.37091)
C (1.38931, 0.83214, -2.96121)
H (-3.52029, -0.54276, 1.56599)
H (-2.13759, -0.39626, 0.45909)
H (-3.36019, 0.88464, 0.51659)
H (-3.65009, 1.10794, 3.45669)
H (-3.01599, 2.58514, 2.70259)
H (-1.96449, 1.16114, 5.11879)
H (-1.53439, 2.77954, 4.52529)
H (0.48961, 1.70884, 5.37549)
H (1.57781, 1.19744, 4.09709)
H (0.60941, -0.01186, 4.97359)
H (1.45371, -0.93946, 2.90199)
H (2.00411, 0.61584, 2.20219)
H (1.63491, -2.02746, 0.76889)
H (3.15891, -1.19666, 1.13779)
H (4.04121, -2.46266, -0.38911)
H (5.23581, -1.40936, 0.42419)
H (5.56081, -2.08086, -1.17721)
H (5.26701, -0.84916, -2.96221)
H (5.77881, 0.57014, -2.01911)
H (3.78941, 0.55354, -4.14381)
H (4.11701, 1.90594, -3.03571)
H (1.47711, 0.74604, -4.04351)
H (1.03131, 1.83734, -2.72321)
H (0.65971, 0.08774, -2.63541)
S (2.05981, -3.16596, -1.87071)
C (2.17461, -4.02876, -0.49581)
N (2.26911, -4.59576, 0.51419)
Br (-1.21699, -3.24936, 1.04619)
C (-2.39989, -3.57136, -0.40511)
C (-3.45909, -4.43196, -0.15521)
C (-4.39589, -4.69426, -1.13591)
C (-4.25699, -4.13106, -2.39501)
C (-3.18129, -3.30346, -2.65071)
C (-2.24989, -2.98896, -1.65851)
C (-1.20159, -1.99126, -2.04961)
O (-0.89599, -1.81236, -3.20021)
O (-0.73629, -1.25816, -1.06671)
H (-3.53839, -4.89036, 0.81669)
H (-5.23329, -5.33706, -0.91331)
H (-4.98289, -4.34026, -3.16801)
H (-3.02549, -2.86616, -3.62661)

Computed properties:
Energy above the lowest of the compared OMol25 structures with the same formula, charge and spin   34.3 kcal per mole
Lowest unoccupied orbital energy   -0.047 eV
HOMO   -6.66 eV
Frontier orbital gap   6.61 eV

The following is a DFT calculation (wB97M-V/def2-TZVPD) of a structure of composition C26H28AsNOPSSn.

Positions of all 60 atoms, in Å:
Sn (0.33474, -1.40838, -2.16653)
S (3.12029, -0.40885, -1.63245)
C (3.48225, -0.68298, 0.00018)
C (4.84152, -0.76496, 0.38531)
C (5.18381, -0.93790, 1.70874)
C (4.18486, -1.04364, 2.67268)
C (2.83261, -0.98338, 2.31145)
C (2.47634, -0.80391, 0.99531)
As (0.60242, -0.71496, 0.51911)
C (-0.25070, -1.85724, 1.79573)
C (-0.28191, -3.21757, 1.49967)
C (-0.84012, -4.10774, 2.40543)
C (-1.37248, -3.63751, 3.59973)
C (-1.34311, -2.28004, 3.89251)
C (-0.77984, -1.38457, 2.99256)
C (0.19509, 1.12683, 0.93846)
C (-1.09103, 1.54089, 1.27799)
C (-1.33868, 2.88146, 1.55212)
C (-0.30909, 3.81083, 1.47983)
C (0.97241, 3.40016, 1.13558)
C (1.22778, 2.06179, 0.86616)
H (5.59950, -0.68628, -0.38236)
H (6.22475, -0.99561, 1.99512)
H (4.44975, -1.17801, 3.71307)
H (2.07542, -1.08608, 3.07909)
H (0.13341, -3.59550, 0.57021)
H (-0.85871, -5.16564, 2.18031)
H (-1.80879, -4.33226, 4.30469)
H (-1.75347, -1.91631, 4.82501)
H (-0.74659, -0.33131, 3.23613)
H (-1.89922, 0.82970, 1.36942)
H (-2.33363, 3.19348, 1.84221)
H (-0.50171, 4.85031, 1.71145)
H (1.78125, 4.11841, 1.09821)
H (2.23763, 1.75628, 0.62349)
O (-0.41819, 0.58056, -2.41580)
N (0.16048, 1.77192, -2.60097)
C (1.29250, 1.89163, -3.31271)
C (1.84508, 3.13589, -3.51816)
C (1.22059, 4.25608, -2.99278)
C (0.04877, 4.09877, -2.26776)
C (-0.46918, 2.83872, -2.08103)
H (1.69941, 0.97485, -3.71170)
H (2.75120, 3.21259, -4.10137)
H (1.63741, 5.24045, -3.15521)
H (-0.47371, 4.94411, -1.84432)
H (-1.36999, 2.61272, -1.53301)
C (-3.33802, -3.29418, -1.64435)
P (-2.46305, -1.73697, -1.94547)
C (-3.19763, -1.05150, -3.45958)
C (-3.09518, -0.65019, -0.63943)
H (-4.40679, -3.08932, -1.57037)
H (-2.99232, -3.74624, -0.71463)
H (-3.16289, -3.99811, -2.45720)
H (-4.18833, -0.64758, -3.24982)
H (-3.29487, -1.83889, -4.20829)
H (-2.56846, -0.26374, -3.87115)
H (-4.17335, -0.51312, -0.73947)
H (-2.60251, 0.31817, -0.69754)
H (-2.88771, -1.09611, 0.33651)

Computed properties:
Net charge   +2
Lowest unoccupied orbital energy (alpha / beta)   -5.739 / -8.102 eV
Multiplicity   2
<S²>   0.777
HOMO (alpha / beta)   -13.81 / -13.91 eV
Frontier orbital gap (alpha / beta)   8.07 / 5.81 eV

The following is a DFT calculation (wB97M-V/def2-TZVPD) of a structure of composition C26H28BrFN2PdSi2.

Positions of all 61 atoms, in Å:
Pd (0.20256, -0.12142, -0.95434)
C (-3.88543, 2.62988, -0.79976)
Si (-2.31773, 1.83451, -1.40361)
C (-1.33924, 2.95506, -2.52348)
C (-2.69396, 0.18648, -2.15695)
N (-1.01215, 1.58324, -0.10044)
C (-0.82844, 2.20875, 1.01104)
C (-1.86254, 2.93782, 1.74259)
C (-1.58971, 3.58030, 2.90421)
C (-0.26794, 3.56329, 3.41085)
C (0.77821, 2.90013, 2.78271)
C (0.50442, 2.21856, 1.62952)
F (1.46448, 1.59166, 1.00832)
H (-4.57792, 2.66347, -1.64453)
H (-3.75899, 3.65916, -0.46369)
H (-4.37955, 2.05025, -0.01744)
H (-1.89364, 3.03811, -3.46194)
H (-0.35254, 2.55457, -2.76080)
H (-1.22049, 3.95931, -2.11737)
H (-3.43246, 0.37107, -2.94335)
H (-3.14478, -0.50103, -1.44397)
H (-1.84436, -0.30443, -2.63942)
H (-2.86167, 2.91461, 1.33641)
H (-2.36018, 4.10449, 3.45078)
H (-0.05918, 4.08996, 4.33468)
H (1.78254, 2.91105, 3.18293)
Br (4.51183, 2.40859, -3.47266)
C (3.74321, 0.74681, -3.07252)
C (4.37708, -0.44218, -3.39708)
C (3.73968, -1.62845, -3.07951)
C (2.51473, -1.59451, -2.44198)
N (1.90800, -0.44605, -2.11062)
C (2.51588, 0.70462, -2.43596)
H (5.33741, -0.43567, -3.89359)
H (4.18536, -2.58084, -3.32764)
H (1.99670, -2.51101, -2.20944)
H (2.00476, 1.62335, -2.17806)
C (-3.64060, -0.97809, 2.26141)
C (-3.79044, -1.72017, 1.09506)
C (-2.67471, -2.07327, 0.35725)
C (-1.38558, -1.71140, 0.78372)
C (-1.25952, -0.97785, 1.97239)
C (-2.37440, -0.60920, 2.70344)
Si (0.07973, -2.27641, -0.19678)
C (1.68201, -2.74955, 0.58217)
C (2.18912, -4.02563, 0.30946)
C (3.38812, -4.44703, 0.86347)
C (4.10500, -3.59175, 1.68614)
C (3.62164, -2.31763, 1.96283)
C (2.42087, -1.90370, 1.41685)
H (-4.51323, -0.70968, 2.84231)
H (-4.77569, -2.02845, 0.77254)
H (-2.79787, -2.65344, -0.55002)
H (-0.26964, -0.73889, 2.35003)
H (-2.26515, -0.07113, 3.63629)
H (-0.31631, -3.22103, -1.26287)
H (1.64085, -4.70233, -0.33676)
H (3.76274, -5.43967, 0.65476)
H (5.04317, -3.91682, 2.11567)
H (4.18717, -1.65586, 2.60467)
H (2.05877, -0.90452, 1.63213)

Computed properties:
Energy above the lowest of the compared OMol25 structures with the same formula, charge and spin   0.0 kcal per mole
Net charge   +2
Lowest unoccupied orbital energy (alpha / beta)   -9.407 / -9.411 eV
HOMO (alpha / beta)   -14.27 / -14.27 eV
Frontier orbital gap (alpha / beta)   4.86 / 4.86 eV

| no. | DFT total energy (a.u.) |
| --- | --- |
| 1 | -4230.31674 |
| 2 | -7132.39628 |
| 3 | -4326.60249 |
| 4 | -4497.26268 |